# 1
# C29H70O10

A 7-piece molecular cluster, C29H70O10 overall at a distorted geometry (ωB97M-V/def2-TZVPD, OMol25).

Positions of all 109 atoms, in Å:
1 O 2.2444 3.1895 -1.3940
2 C 2.7348 2.1457 -0.7201
3 O 3.6952 1.2123 -1.3749
4 O 2.4183 1.8684 0.7182
5 C 3.7325 2.0603 1.3871
6 C 3.6212 2.3024 3.0051
7 C 4.8597 3.3399 3.4030
8 C 4.4296 4.8962 3.0644
9 O 5.6139 5.7302 3.4495
10 H 4.5352 1.7830 -1.4903
11 H 4.1989 3.0389 0.8873
12 H 4.5070 1.1975 1.1475
13 H 2.5703 2.7496 3.3478
14 H 3.8671 1.2754 3.5506
15 H 5.7726 3.0855 2.6772
16 H 5.2608 3.1780 4.4918
17 H 4.2731 4.9933 1.8965
18 H 3.4352 5.2473 3.5772
19 H 6.3818 5.3646 2.8889
20 C 2.1011 0.6343 8.8247
21 C 1.4839 1.6281 7.8546
22 O 1.9657 1.4932 6.5200
23 C 1.7400 0.2353 5.8881
24 C 0.2691 -0.1286 5.7741
25 H 3.1939 0.7343 8.8326
26 H 1.7238 0.8047 9.8384
27 H 1.8716 -0.3978 8.5522
28 H 1.7406 2.6413 8.1801
29 H 0.3915 1.5681 7.8701
30 H 2.3032 -0.5511 6.4014
31 H 2.1637 0.3087 4.8800
32 H -0.2062 -0.2234 6.7533
33 H 0.1524 -1.0820 5.2507
34 H -0.2743 0.6444 5.2204
35 C 4.9234 1.3010 12.8262
36 C 3.4080 1.2373 12.7304
37 O 2.9238 0.0074 12.1972
38 C 3.2562 -1.1736 12.9234
39 C 2.7326 -1.1734 14.3498
40 H 5.3771 1.1416 11.8397
41 H 5.2418 2.2769 13.2074
42 H 5.3224 0.5352 13.4944
43 H 3.0659 2.0284 12.0556
44 H 2.9427 1.4382 13.7001
45 H 4.3383 -1.3391 12.8994
46 H 2.8048 -2.0133 12.3827
47 H 3.1563 -0.3583 14.9413
48 H 2.9834 -2.1147 14.8474
49 H 1.6442 -1.0515 14.3578
50 C -1.0615 1.0281 -0.0294
51 C -0.5785 -0.2729 0.5902
52 O -1.5694 -1.2973 0.6048
53 C -2.0774 -1.7068 -0.6629
54 C -1.0093 -2.2579 -1.5926
55 H -1.9462 1.4009 0.5024
56 H -0.2753 1.7888 0.0171
57 H -1.3420 0.9015 -1.0769
58 H -0.3064 -0.0844 1.6336
59 H 0.3293 -0.6320 0.0961
60 H -2.6249 -0.8836 -1.1336
61 H -2.8144 -2.4941 -0.4674
62 H -0.2479 -1.5110 -1.8296
63 H -1.4580 -2.5898 -2.5334
64 H -0.4994 -3.1085 -1.1278
65 C 0.4504 -2.2935 -5.4580
66 C 1.2919 -3.3030 -4.6949
67 O 0.8019 -4.6381 -4.7894
68 C 0.7290 -5.1959 -6.0994
69 C 2.0733 -5.2593 -6.8049
70 H -0.5880 -2.3138 -5.1035
71 H 0.8496 -1.2829 -5.3230
72 H 0.4318 -2.5047 -6.5291
73 H 1.2792 -3.0383 -3.6328
74 H 2.3392 -3.2615 -5.0092
75 H -0.0077 -4.6526 -6.7002
76 H 0.3421 -6.2151 -5.9866
77 H 2.5055 -4.2667 -6.9523
78 H 1.9656 -5.7277 -7.7876
79 H 2.7880 -5.8427 -6.2147
80 C -4.6493 -0.5296 -5.6282
81 C -3.5449 -0.9068 -6.6018
82 O -3.0558 -2.2332 -6.4199
83 C -4.0042 -3.2861 -6.5762
84 C -4.6398 -3.3273 -7.9558
85 H -4.3014 -0.6382 -4.5930
86 H -4.9625 0.5073 -5.7883
87 H -5.5292 -1.1657 -5.7433
88 H -2.6952 -0.2346 -6.4455
89 H -3.8655 -0.7609 -7.6377
90 H -4.7657 -3.2274 -5.7916
91 H -3.4631 -4.2246 -6.4097
92 H -5.2017 -2.4162 -8.1749
93 H -5.3291 -4.1732 -8.0322
94 H -3.8705 -3.4307 -8.7284
95 C -6.5576 3.9907 -9.4363
96 C -5.3060 3.2230 -9.0440
97 O -5.5762 1.9239 -8.5235
98 C -6.2556 1.0209 -9.3928
99 C -5.5004 0.7384 -10.6807
100 H -7.2326 4.0887 -8.5765
101 H -6.2956 4.9915 -9.7951
102 H -7.1134 3.4866 -10.2294
103 H -4.7887 3.7764 -8.2538
104 H -4.6053 3.1565 -9.8817
105 H -7.2672 1.3853 -9.5994
106 H -6.3741 0.0815 -8.8409
107 H -5.3587 1.6418 -11.2788
108 H -6.0471 0.0140 -11.2915
109 H -4.5071 0.3329 -10.4607

Cartesian forces (eV/Å) of the 6 atoms listed first:
3.0928 -7.1459 4.8075
-1.7773 4.2347 -2.6072
-0.6615 3.3929 2.1592
2.3547 0.6146 -3.7707
1.5912 1.0121 0.3535
0.8611 -0.1946 0.0539

**Charge**: 0
**Max |F|**: 0.178 hartree/bohr
**HOMO level**: -9.4 eV
**Frontier orbital gap**: 9.519 eV
**SMILES**: O=C(O)OCCCCO.CCOCC.CCOCC.CCOCC.CCOCC.CCOCC.CCOCC

Here are the Mulliken charges for atoms 1 to 2, given in e: O -0.508; C 0.575

---

# 2
# C2HClF2OS

C2HClF2OS as an isolated structure at a distorted geometry (ωB97M-V/def2-TZVPD, OMol25).

Positions of all 8 atoms, in Å:
1 C -0.9612 -0.2883 -0.1879
2 C 0.6974 -0.3622 0.0749
3 O -0.9444 1.0966 -0.2091
4 F -1.1029 -0.7583 -1.3826
5 F 2.5494 1.0332 0.5037
6 S 0.8768 1.2720 0.1647
7 Cl -2.6262 -0.7860 0.7771
8 H 1.5110 -1.2070 0.2592

Cartesian forces (eV/Å) of the 6 atoms listed first:
0.9908 3.1268 1.1816
-1.0116 -0.7292 1.8090
0.1212 -0.9439 0.5823
-0.7628 -1.4377 -1.8608
-0.0646 0.5848 -0.0836
-0.0710 -2.7153 -0.2459

**Charge**: 0
**Max |F|**: 0.068 hartree/bohr
**Relative energy (zero: lowest compared OMol25 entry of this formula, charge and spin)**: 3.691 eV
**HOMO level**: -10.8 eV
**Frontier orbital gap**: 8.467 eV

Here are the natural (NBO) charges for atoms 1 to 2, given in e: C 0.646; C -0.346

---

# 3
# C24H16BrCl3NO3Se2SiTaTe2

C24H16BrCl3NO3Se2SiTaTe2 as an isolated structure at a distorted geometry (ωB97M-V/def2-TZVPD, OMol25).

Positions of all 54 atoms, in Å:
1 Ta 0.9969 2.1444 -0.4673
2 Br 2.5341 -1.3044 -1.8587
3 C 3.5700 0.2454 -1.6971
4 C 4.8526 0.1873 -2.2632
5 C 5.6883 1.2877 -2.4014
6 C 5.0003 2.4689 -2.3525
7 C 3.7177 2.5519 -1.8373
8 N 3.0679 1.4343 -1.2958
9 C 2.8076 3.6816 -2.0174
10 O 3.1960 4.7833 -2.3853
11 O 1.4902 3.3095 -1.8964
12 H 5.2632 -0.7904 -2.4418
13 H 6.7564 1.2284 -2.6078
14 H 5.4900 3.3832 -2.7268
15 Se 1.2672 -0.0741 1.2251
16 Te 4.5363 0.5860 2.4582
17 Te 3.2859 2.6123 3.5473
18 Se 2.0051 3.5682 1.3286
19 Cl -4.6949 3.9118 -3.9488
20 C -3.5835 3.4050 -2.8203
21 C -2.6159 2.4375 -3.1793
22 C -1.7946 1.8845 -2.2072
23 Cl -0.6293 0.7807 -2.6439
24 C -1.7931 2.4404 -0.9311
25 O -0.7874 2.0992 0.0048
26 C -2.6867 3.4930 -0.5591
27 Cl -2.7330 4.1192 1.0028
28 C -3.5726 3.9536 -1.5145
29 H -2.6816 2.0209 -4.1979
30 H -4.3157 4.6322 -1.1606
31 C -0.9598 -4.8235 -1.6824
32 C -1.6520 -3.6492 -1.8827
33 C -1.5271 -2.6212 -0.9680
34 C -0.7707 -2.8127 0.1979
35 C -0.0790 -4.0414 0.4045
36 C -0.2138 -5.0443 -0.5319
37 Si -0.6603 -1.3273 1.3534
38 C -1.1152 -1.7718 3.0782
39 C -1.3754 -0.6528 3.8165
40 C -2.1520 -0.7290 4.9839
41 C -2.5161 -1.9624 5.5385
42 C -2.1974 -3.1152 4.7774
43 C -1.5776 -3.0080 3.5501
44 H -1.0669 -5.6543 -2.3928
45 H -2.3089 -3.5566 -2.7419
46 H -2.0288 -1.6577 -1.2464
47 H 0.4443 -4.2349 1.3577
48 H 0.2913 -6.0195 -0.3704
49 H -1.7022 -0.3832 0.9572
50 H -1.0281 0.3228 3.5091
51 H -2.4594 0.1976 5.5408
52 H -3.1114 -1.9652 6.4718
53 H -2.4868 -4.0781 5.1384
54 H -1.3840 -3.8935 2.9862

Cartesian forces (eV/Å) of the 6 atoms listed first:
3.0534 -1.2174 4.8425
-0.1291 0.0643 0.3809
0.4842 1.5967 -0.2914
1.1594 -0.8434 0.9271
-1.0930 -1.2241 0.2145
-0.0861 2.7803 0.1503

**Charge**: 0
**Max |F|**: 0.114 hartree/bohr
**Relative energy (zero: lowest compared OMol25 entry of this formula, charge and spin)**: 1.573 eV
**HOMO level (alpha / beta)**: -6.2 / -6.2 eV
**Frontier orbital gap (alpha / beta)**: 4.164 / 4.168 eV

Here are the natural (NBO) charges for atoms 1 to 2, given in e: Ta 1.665; Br 0.179

---

# 4
# C18H15ClN4O3S

A single C18H15ClN4O3S molecule at a distorted geometry (ωB97M-V/def2-TZVPD, OMol25).

Positions of all 42 atoms, in Å:
1 C -0.9890 -3.6191 0.0745
2 C -1.8551 -2.4683 -0.3122
3 C -3.2337 -2.5292 -0.3193
4 S -3.9676 -1.0271 -0.8507
5 C -2.3355 -0.3966 -1.2109
6 N -2.1010 0.7842 -1.7515
7 C -0.7756 1.1819 -2.0269
8 C 0.2935 0.3833 -1.7514
9 C 1.7063 0.7979 -2.1384
10 C 2.5672 1.1552 -0.9406
11 N 2.4172 2.3003 -0.3530
12 N 3.3739 2.2617 0.6237
13 C 3.3907 3.2707 1.7008
14 C 2.6881 2.8430 2.9749
15 C 1.3638 2.2309 2.7555
16 C 1.1761 0.8708 3.0490
17 C -0.0641 0.3173 2.7878
18 C -1.1404 1.0731 2.2760
19 Cl -2.7106 0.3531 1.9997
20 C -0.9060 2.4330 1.9552
21 C 0.2974 3.0080 2.2401
22 C 4.0891 1.0893 0.5220
23 O 5.0533 0.7191 1.2172
24 O 3.5665 0.3769 -0.4708
25 C -0.0174 -0.9296 -1.1298
26 O 0.9155 -1.7085 -0.9573
27 N -1.3470 -1.2738 -0.8163
28 H -1.5641 -4.4785 0.4482
29 H -0.3998 -3.9891 -0.7792
30 H -0.2849 -3.3089 0.8840
31 H -3.8503 -3.3723 0.0165
32 H -0.6202 2.1548 -2.4197
33 H 2.1236 -0.0716 -2.6054
34 H 1.7417 1.6040 -2.8675
35 H 4.4504 3.5118 1.9356
36 H 2.8886 4.2033 1.3380
37 H 3.3470 2.1771 3.5058
38 H 2.5449 3.6958 3.6015
39 H 1.9367 0.2867 3.5351
40 H -0.3054 -0.7299 3.0156
41 H -1.7049 2.9776 1.4780
42 H 0.4667 4.0671 1.9920

Cartesian forces (eV/Å) of the 6 atoms listed first:
0.9124 -0.1881 0.5382
-2.0558 -1.6664 0.0767
1.6099 0.5155 0.2430
1.3538 -0.0095 -0.4657
0.1319 2.0851 -0.5371
0.2847 -0.5554 0.1100

**Charge**: 0
**Max |F|**: 0.099 hartree/bohr
**Relative energy (zero: lowest compared OMol25 entry of this formula, charge and spin)**: 0.152 eV
**HOMO level**: -8.2 eV
**Frontier orbital gap**: 8.458 eV
**SMILES**: Cc1csc2ncc(Cc3nn(CCc4ccc(Cl)cc4)c(=O)o3)c(=O)n12

Here are the natural (NBO) charges for atoms 1 to 2, given in e: C -0.641; C 0.179

---

# 5
# C55H41NOP2PdS

C55H41NOP2PdS as an isolated structure (ωB97M-V/def2-TZVPD, OMol25).

Positions of all 102 atoms, in Å:
1 Pd -0.0797 -0.1161 0.0667
2 O -1.7545 -1.0311 3.1885
3 S -0.6158 -0.3898 2.4980
4 C 0.8692 -1.0836 3.2699
5 C 0.5859 -2.1097 4.1355
6 C 1.5678 -2.7452 4.9299
7 C 2.8350 -2.2531 4.8934
8 C 4.0727 -2.6203 5.6733
9 C 5.1432 -1.5910 5.2296
10 C 4.4635 -0.7573 4.1736
11 C 4.9129 0.2963 3.4289
12 C 4.0478 0.8298 2.4587
13 C 2.7573 0.3798 2.2414
14 P 1.9479 0.8992 0.6861
15 C 3.0864 0.2486 -0.5845
16 C 4.1218 -0.6499 -0.3390
17 C 4.8460 -1.1937 -1.3925
18 C 4.5401 -0.8614 -2.7032
19 C 3.4885 0.0090 -2.9588
20 C 2.7582 0.5444 -1.9109
21 C 2.3256 2.6962 0.6996
22 C 2.9773 3.3599 -0.3370
23 C 3.1615 4.7361 -0.2903
24 C 2.7036 5.4689 0.7927
25 C 2.0711 4.8123 1.8407
26 C 1.8863 3.4410 1.7952
27 C 2.2162 -0.6143 3.1067
28 C 3.1344 -1.1902 4.0109
29 C -0.5262 1.2792 3.1826
30 C 0.0714 1.4210 4.4153
31 C 0.0439 2.6044 5.1741
32 C -0.6897 3.6436 4.6846
33 C -0.9923 4.9921 5.2848
34 C -1.9157 5.6835 4.2527
35 C -2.0813 4.6712 3.1503
36 C -2.8086 4.7190 2.0002
37 C -2.6812 3.6363 1.1126
38 C -1.9063 2.5116 1.3301
39 P -1.6544 1.4766 -0.1877
40 C -0.9381 2.7052 -1.3471
41 C -0.7463 2.2549 -2.6557
42 C -0.1295 3.0572 -3.6003
43 C 0.3367 4.3188 -3.2463
44 C 0.1771 4.7623 -1.9435
45 C -0.4600 3.9640 -0.9999
46 C -3.3936 1.3433 -0.7499
47 C -4.1417 0.3440 -0.1295
48 C -5.4763 0.1566 -0.4520
49 C -6.0740 0.9518 -1.4203
50 C -5.3303 1.9341 -2.0590
51 C -3.9979 2.1325 -1.7249
52 C -1.2516 2.3719 2.5980
53 C -1.3340 3.5096 3.4370
54 H -0.4558 -2.3919 4.2315
55 H 1.2831 -3.5575 5.5874
56 H 3.8885 -2.5763 6.7477
57 H 4.3843 -3.6420 5.4481
58 H 5.4699 -0.9685 6.0646
59 H 6.0353 -2.0764 4.8304
60 H 5.9144 0.6947 3.5370
61 H 4.4357 1.6040 1.8057
62 H 4.3797 -0.9358 0.6721
63 H 5.6483 -1.8895 -1.1781
64 H 5.1058 -1.2861 -3.5234
65 H 3.2236 0.2619 -3.9780
66 H 1.9080 1.1834 -2.1255
67 H 3.3455 2.8118 -1.1912
68 H 3.6668 5.2336 -1.1091
69 H 2.8474 6.5416 0.8284
70 H 1.7201 5.3686 2.7026
71 H 1.4116 2.9447 2.6300
72 H 0.5742 0.5639 4.8465
73 H 0.5542 2.6503 6.1277
74 H -1.4793 4.8778 6.2545
75 H -0.0747 5.5580 5.4562
76 H -2.8773 5.9625 4.6858
77 H -1.4679 6.5993 3.8616
78 H -3.4312 5.5649 1.7366
79 H -3.1921 3.7204 0.1615
80 H -1.0726 1.2578 -2.9305
81 H -0.0033 2.6924 -4.6125
82 H 0.8287 4.9425 -3.9820
83 H 0.5528 5.7338 -1.6463
84 H -0.5572 4.3337 0.0129
85 H -3.6673 -0.2928 0.6110
86 H -6.0470 -0.6178 0.0448
87 H -7.1140 0.8000 -1.6806
88 H -5.7885 2.5518 -2.8219
89 H -3.4306 2.9030 -2.2340
90 N 0.7707 -2.0232 -0.4748
91 C 1.5385 -2.8683 -0.3395
92 C 2.4672 -3.9089 -0.0444
93 C 2.6071 -4.3024 1.2910
94 C 3.5180 -5.2933 1.6135
95 C 4.2816 -5.8889 0.6184
96 C 4.1376 -5.4963 -0.7049
97 C 3.2331 -4.5042 -1.0444
98 H 2.0130 -3.8179 2.0553
99 H 3.6336 -5.6012 2.6446
100 H 4.9904 -6.6656 0.8752
101 H 4.7348 -5.9656 -1.4757
102 H 3.1180 -4.1833 -2.0702

Cartesian forces (eV/Å) of the 6 atoms listed first:
0.0924 0.2976 0.6022
-0.4004 -0.1831 0.2687
0.3529 0.0890 -0.5324
-0.0490 -0.0989 0.0345
-0.0415 0.0404 -0.1021
0.0071 -0.0422 0.0629

**Charge**: 0
**Max |F|**: 0.013 hartree/bohr
**Relative energy (zero: lowest compared OMol25 entry of this formula, charge and spin)**: 0.000 eV
**HOMO level**: -6.1 eV
**Frontier orbital gap**: 6.255 eV

Here are the Mulliken charges for atoms 1 to 2, given in e: Pd -1.926; O -0.869

---

> The highest max |F| belongs to which entry?

C29H70O10